# 1
Formula: C14H34ClN2O12P4ReS
Source: OMol25
Level of theory: wB97M-V/def2-TZVPD

Element x y z (Å)
1 Re 0.348 0.263 -0.007
2 C -4.253 -1.339 1.622
3 C -3.147 -2.346 1.341
4 O -3.437 -3.509 2.140
5 P -3.127 -2.890 -0.401
6 O -4.508 -3.609 -0.657
7 O -2.065 -4.073 -0.382
8 O -2.871 -1.787 -1.338
9 P -1.488 -1.746 1.764
10 O -1.568 -1.354 3.298
11 O -0.536 -2.859 1.476
12 O -1.265 -0.407 1.002
13 H -5.217 -1.739 1.310
14 H -4.080 -0.400 1.100
15 H -4.289 -1.143 2.693
16 H -2.670 -4.098 2.141
17 H -4.670 -4.350 -0.053
18 H -1.321 -3.809 0.235
19 H -1.001 -1.909 3.854
20 C 3.155 0.458 -2.391
21 P 2.002 1.476 -1.439
22 C 3.024 2.702 -0.599
23 C 1.073 2.355 -2.756
24 C -0.374 2.644 -2.365
25 P -1.122 1.094 -1.786
26 C -1.256 0.064 -3.262
27 C -2.777 1.438 -1.189
28 H 3.573 1.070 -3.193
29 H 2.637 -0.391 -2.836
30 H 3.949 0.103 -1.742
31 H 3.690 3.149 -1.339
32 H 3.607 2.208 0.174
33 H 2.400 3.479 -0.163
34 H 1.106 1.698 -3.630
35 H 1.612 3.263 -3.030
36 H -0.948 3.033 -3.209
37 H -0.423 3.360 -1.546
38 H -1.639 0.683 -4.076
39 H -1.925 -0.768 -3.054
40 H -0.282 -0.334 -3.546
41 H -3.382 1.847 -2.001
42 H -2.726 2.153 -0.368
43 H -3.210 0.501 -0.847
44 C 1.036 -4.835 -1.651
45 N 1.842 -3.622 -1.438
46 C 3.308 -3.736 -1.338
47 C 1.285 -2.492 -1.199
48 N 0.781 -1.460 -1.013
49 H 1.181 -5.496 -0.798
50 H 1.368 -5.318 -2.568
51 H -0.013 -4.566 -1.736
52 H 3.536 -4.512 -0.610
53 H 3.714 -2.797 -0.975
54 H 3.714 -3.991 -2.316
55 Cl 1.925 2.931 3.375
56 C 0.336 3.485 2.775
57 C 0.214 3.129 1.311
58 O 0.220 3.958 0.432
59 O 0.077 1.832 1.128
60 H 0.291 4.561 2.899
61 H -0.429 2.985 3.362
62 C 3.594 -0.530 3.025
63 S 2.819 -0.997 1.530
64 O 3.440 -0.280 0.426
65 O 2.832 -2.430 1.423
66 O 1.393 -0.441 1.687
67 H 4.586 -0.978 3.015
68 H 3.014 -0.913 3.860
69 H 3.650 0.554 3.066

Results
Frontier orbital gap (alpha / beta): 10.19 / 8.28 eV
Multiplicity: 4
Charge: +1
ΔE to the lowest compared entry with this formula, charge and spin: 0.000 eV
Total energy: -105266.527 eV
Largest force on an atom: 0.8 eV/A

---

# 2
Formula: C14H34CoS3Si2Te
Source: OMol25
Level of theory: wB97M-V/def2-TZVPD

Element x y z (Å)
1 Co 1.598 -0.100 0.241
2 C 1.829 2.773 1.716
3 C 0.993 1.870 2.604
4 S 1.357 0.099 2.394
5 C 3.034 -0.167 3.070
6 C 4.165 0.256 2.150
7 S 3.842 -0.397 0.479
8 C 4.366 0.941 -0.635
9 C 3.657 2.280 -0.432
10 S 1.878 2.104 0.009
11 H 1.390 3.768 1.648
12 H 2.848 2.878 2.079
13 H 1.106 2.117 3.661
14 H -0.071 1.944 2.374
15 H 3.086 0.336 4.038
16 H 3.061 -1.239 3.274
17 H 4.292 1.335 2.101
18 H 5.104 -0.175 2.501
19 H 5.446 1.064 -0.538
20 H 4.192 0.534 -1.633
21 H 4.115 2.874 0.356
22 H 3.695 2.873 -1.345
23 C -5.237 1.512 -0.232
24 Si -3.682 1.506 -1.252
25 C -2.891 3.182 -1.472
26 C -3.824 0.567 -2.858
27 C -2.421 0.500 -0.153
28 Te -0.634 0.101 -1.244
29 C -0.980 -1.917 -1.818
30 Si -0.380 -3.273 -0.615
31 C 1.286 -2.400 -0.121
32 C -1.462 -3.361 0.893
33 C -0.077 -4.867 -1.502
34 H -6.030 2.046 -0.762
35 H -5.098 2.019 0.725
36 H -5.608 0.503 -0.045
37 H -3.496 3.788 -2.150
38 H -1.891 3.127 -1.916
39 H -2.826 3.734 -0.532
40 H -4.524 1.092 -3.513
41 H -4.229 -0.439 -2.726
42 H -2.883 0.499 -3.416
43 H -2.810 -0.475 0.144
44 H -2.141 1.062 0.741
45 H -0.454 -2.007 -2.772
46 H -2.052 -1.975 -2.026
47 H 0.813 -1.698 0.623
48 H 1.686 -1.979 -1.062
49 H 2.055 -2.988 0.375
50 H -1.534 -2.413 1.435
51 H -1.099 -4.117 1.593
52 H -2.476 -3.658 0.612
53 H 0.648 -4.767 -2.311
54 H -1.011 -5.230 -1.939
55 H 0.277 -5.642 -0.818

Results
Frontier orbital gap (alpha / beta): 5.96 / 5.93 eV
Charge: +3
Total energy: -108224.167 eV
Largest force on an atom: 0.8 eV/A

---

# 3
Formula: C14H34F2N2O7P2ReSSi4Te
Source: OMol25
Level of theory: wB97M-V/def2-TZVPD

Element x y z (Å)
1 Re -0.200 0.243 -2.731
2 O 2.302 0.350 -3.424
3 P 1.543 0.952 -4.791
4 O 2.422 0.643 -5.930
5 O 0.154 0.380 -4.767
6 O 1.519 2.514 -4.458
7 P 0.658 3.217 -3.241
8 O 1.647 2.916 -1.975
9 O 0.549 4.652 -3.469
10 O -0.574 2.362 -2.984
11 H 3.204 0.690 -3.387
12 H 2.073 3.756 -1.764
13 F -2.583 -0.517 -1.059
14 C -2.244 -0.032 -2.311
15 F -2.767 -0.955 -3.176
16 H -2.828 0.895 -2.423
17 C 0.666 -3.188 1.527
18 Si 1.089 -1.692 2.623
19 C 2.899 -1.199 2.298
20 C 0.900 -2.157 4.463
21 Si -0.377 0.131 2.032
22 Te 0.258 0.584 -0.352
23 Si -2.703 -0.276 2.477
24 C -3.156 -2.032 1.911
25 C -2.891 -0.179 4.370
26 C -3.845 1.018 1.686
27 Si 0.473 2.198 2.923
28 C -0.692 3.590 2.353
29 C 0.484 2.163 4.832
30 C 2.226 2.640 2.338
31 H 1.406 -3.984 1.615
32 H 0.627 -2.882 0.481
33 H -0.307 -3.607 1.778
34 H 3.555 -2.067 2.248
35 H 3.282 -0.535 3.071
36 H 2.961 -0.670 1.347
37 H 1.645 -2.891 4.770
38 H -0.082 -2.584 4.663
39 H 1.014 -1.281 5.099
40 H -2.576 -2.777 2.456
41 H -2.951 -2.155 0.849
42 H -4.211 -2.252 2.072
43 H -2.163 -0.817 4.869
44 H -3.882 -0.496 4.692
45 H -2.742 0.838 4.729
46 H -3.734 1.011 0.603
47 H -3.605 2.021 2.039
48 H -4.894 0.828 1.913
49 H -1.686 3.493 2.788
50 H -0.800 3.549 1.269
51 H -0.308 4.576 2.613
52 H -0.473 1.827 5.228
53 H 0.683 3.152 5.244
54 H 1.250 1.489 5.212
55 H 2.255 2.602 1.249
56 H 2.971 1.940 2.711
57 H 2.513 3.642 2.655
58 S 0.277 -2.091 -2.602
59 C 0.497 -2.380 -4.297
60 N 1.775 -2.406 -4.783
61 C 2.006 -2.258 -6.105
62 C 0.938 -2.279 -6.964
63 C -0.325 -2.471 -6.409
64 N -0.534 -2.524 -5.102
65 H 2.526 -2.358 -4.106
66 H 3.027 -2.212 -6.441
67 H 1.070 -2.108 -8.019
68 H -1.211 -2.548 -7.026

Results
Frontier orbital gap (alpha / beta): 6.10 / 6.54 eV
Multiplicity: 4
ΔE to the lowest compared entry with this formula, charge and spin: 0.900 eV
Total energy: -108173.236 eV
Largest force on an atom: 3.8 eV/A

---

# 4
Formula: C14H34N2O5P
Source: OMol25
Level of theory: wB97M-V/def2-TZVPD

Element x y z (Å)
1 C -0.384 2.976 0.670
2 O 0.420 1.823 0.802
3 C 0.634 1.091 -0.399
4 C -0.078 -0.251 -0.402
5 C -1.593 -0.141 -0.302
6 C -2.284 -1.498 -0.137
7 C -3.716 -1.556 -0.667
8 P -4.993 -0.408 0.113
9 O -5.328 0.383 -1.456
10 C -6.106 1.525 -1.299
11 C -7.027 1.264 -0.111
12 O -6.259 0.634 0.860
13 H -0.040 3.604 -0.162
14 H -0.294 3.541 1.598
15 H -1.437 2.722 0.509
16 H 0.305 1.681 -1.264
17 H 1.717 0.946 -0.497
18 H 0.313 -0.875 0.411
19 H 0.184 -0.740 -1.352
20 H -1.984 0.350 -1.202
21 H -1.856 0.506 0.532
22 H -1.677 -2.254 -0.661
23 H -2.274 -1.789 0.920
24 H -4.112 -2.564 -0.494
25 H -3.711 -1.398 -1.752
26 H -4.029 0.640 0.375
27 H -4.756 -0.985 1.421
28 H -6.045 -1.368 -0.166
29 H -6.685 1.719 -2.214
30 H -5.476 2.410 -1.092
31 H -7.460 2.196 0.280
32 H -7.873 0.632 -0.441
33 C 3.401 1.500 1.954
34 C 4.095 0.236 2.393
35 O 3.527 -0.632 3.042
36 N 5.361 0.035 1.946
37 C 6.157 0.877 1.078
38 H 2.368 1.463 2.285
39 H 3.885 2.390 2.359
40 H 3.413 1.577 0.865
41 H 5.725 -0.875 2.181
42 H 6.268 0.392 0.109
43 H 7.144 1.069 1.503
44 H 5.658 1.825 0.910
45 C 3.676 -2.192 -2.492
46 C 3.786 -1.244 -1.319
47 O 4.501 -0.250 -1.361
48 N 3.050 -1.525 -0.217
49 C 2.124 -2.617 -0.002
50 H 4.320 -1.818 -3.281
51 H 3.989 -3.200 -2.215
52 H 2.650 -2.244 -2.857
53 H 3.170 -0.865 0.538
54 H 1.120 -2.240 0.200
55 H 2.436 -3.231 0.844
56 H 2.080 -3.247 -0.886

Results
Frontier orbital gap: 6.41 eV
Charge: -1
ΔE to the lowest compared entry with this formula, charge and spin: 0.000 eV
Total energy: -37575.937 eV
Largest force on an atom: 0.6 eV/A

---

What is the formula in the third record? C14H34F2N2O7P2ReSSi4Te

---

What did the first record say?
Formula: C14H34ClN2O12P4ReS
Source: OMol25
Level of theory: wB97M-V/def2-TZVPD

Element x y z (Å)
1 Re 0.348 0.263 -0.007
2 C -4.253 -1.339 1.622
3 C -3.147 -2.346 1.341
4 O -3.437 -3.509 2.140
5 P -3.127 -2.890 -0.401
6 O -4.508 -3.609 -0.657
7 O -2.065 -4.073 -0.382
8 O -2.871 -1.787 -1.338
9 P -1.488 -1.746 1.764
10 O -1.568 -1.354 3.298
11 O -0.536 -2.859 1.476
12 O -1.265 -0.407 1.002
13 H -5.217 -1.739 1.310
14 H -4.080 -0.400 1.100
15 H -4.289 -1.143 2.693
16 H -2.670 -4.098 2.141
17 H -4.670 -4.350 -0.053
18 H -1.321 -3.809 0.235
19 H -1.001 -1.909 3.854
20 C 3.155 0.458 -2.391
21 P 2.002 1.476 -1.439
22 C 3.024 2.702 -0.599
23 C 1.073 2.355 -2.756
24 C -0.374 2.644 -2.365
25 P -1.122 1.094 -1.786
26 C -1.256 0.064 -3.262
27 C -2.777 1.438 -1.189
28 H 3.573 1.070 -3.193
29 H 2.637 -0.391 -2.836
30 H 3.949 0.103 -1.742
31 H 3.690 3.149 -1.339
32 H 3.607 2.208 0.174
33 H 2.400 3.479 -0.163
34 H 1.106 1.698 -3.630
35 H 1.612 3.263 -3.030
36 H -0.948 3.033 -3.209
37 H -0.423 3.360 -1.546
38 H -1.639 0.683 -4.076
39 H -1.925 -0.768 -3.054
40 H -0.282 -0.334 -3.546
41 H -3.382 1.847 -2.001
42 H -2.726 2.153 -0.368
43 H -3.210 0.501 -0.847
44 C 1.036 -4.835 -1.651
45 N 1.842 -3.622 -1.438
46 C 3.308 -3.736 -1.338
47 C 1.285 -2.492 -1.199
48 N 0.781 -1.460 -1.013
49 H 1.181 -5.496 -0.798
50 H 1.368 -5.318 -2.568
51 H -0.013 -4.566 -1.736
52 H 3.536 -4.512 -0.610
53 H 3.714 -2.797 -0.975
54 H 3.714 -3.991 -2.316
55 Cl 1.925 2.931 3.375
56 C 0.336 3.485 2.775
57 C 0.214 3.129 1.311
58 O 0.220 3.958 0.432
59 O 0.077 1.832 1.128
60 H 0.291 4.561 2.899
61 H -0.429 2.985 3.362
62 C 3.594 -0.530 3.025
63 S 2.819 -0.997 1.530
64 O 3.440 -0.280 0.426
65 O 2.832 -2.430 1.423
66 O 1.393 -0.441 1.687
67 H 4.586 -0.978 3.015
68 H 3.014 -0.913 3.860
69 H 3.650 0.554 3.066

Results
Frontier orbital gap (alpha / beta): 10.19 / 8.28 eV
Multiplicity: 4
Charge: +1
ΔE to the lowest compared entry with this formula, charge and spin: 0.000 eV
Total energy: -105266.527 eV
Largest force on an atom: 0.8 eV/A

---

Among the records above, which one has the lowest total energy? C14H34CoS3Si2Te